(1)
An isolated molecule of C7H8, computed with the ωB97M-V functional and the def2-TZVPD basis.

```
15
Properties=species:S:1:pos:R:3
C -0.999 -0.764 0.989
C 0.403 -0.305 0.599
C 0.679 -0.317 -0.915
C -0.309 0.394 -1.733
C -1.113 0.941 -2.442
C 0.354 1.427 1.028
C 1.308 0.852 1.617
H -1.746 -0.123 0.517
H -1.165 -1.798 0.663
H -1.128 -0.718 2.074
H 1.108 -1.045 1.013
H 1.675 0.105 -1.092
H 0.712 -1.364 -1.248
H -1.823 1.439 -3.065
H 2.165 0.550 2.187
```

Computed properties:
E = -7382.441 eV
Relative energy (zero: lowest compared OMol25 entry of this formula, charge and spin) = 145.4 kcal/mol
Total charge = 0
Gap between HOMO and LUMO = 10.63 eV
2S+1 = 1

(2)
An isolated molecule of C7H8 in a non-equilibrium geometry, computed with the ωB97M-V functional and the def2-TZVPD basis.

```
15
Properties=species:S:1:pos:R:3
C 0.990 -1.562 -0.393
C -0.156 -1.838 0.248
C 1.414 -0.338 -0.791
C -1.112 0.481 0.021
C 1.771 0.853 -0.995
C -0.957 1.752 0.063
C -1.227 -0.855 0.557
H 1.758 -2.401 -0.560
H -0.397 -2.825 0.511
H 2.146 1.493 -1.798
H 1.706 1.500 -0.015
H 0.080 2.002 0.352
H -1.467 2.590 -0.233
H -2.151 -1.220 0.172
H -1.427 -0.701 1.652
```

Computed properties:
E = -7381.393 eV
Relative energy (zero: lowest compared OMol25 entry of this formula, charge and spin) = 169.6 kcal/mol
Total charge = 0
Gap between HOMO and LUMO (alpha / beta) = 7.86 / 7.19 eV
2S+1 = 1

(3)
An isolated molecule of C7H8 in a non-equilibrium geometry, computed with the ωB97M-V functional and the def2-TZVPD basis.

```
15
Properties=species:S:1:pos:R:3
C 0.967 -2.557 0.427
C 1.177 -1.374 0.497
C 1.287 0.036 0.315
C 2.500 0.561 0.091
C 0.066 0.769 0.021
C -1.161 0.330 0.352
C -2.379 0.731 -0.409
H 0.714 -3.568 0.225
H 3.395 -0.047 0.184
H 2.631 1.581 -0.252
H 0.167 1.619 -0.650
H -1.288 -0.496 1.049
H -3.109 -0.085 -0.357
H -2.836 1.642 -0.024
H -2.131 0.856 -1.469
```

Computed properties:
E = -7385.351 eV
Relative energy (zero: lowest compared OMol25 entry of this formula, charge and spin) = 78.3 kcal/mol
Total charge = 0
Gap between HOMO and LUMO = 9.18 eV
2S+1 = 1